# 1
Entry from OMol25: a structure of composition C31H34ClF3IN4O5ReS3Si at a distorted geometry (ωB97M-V/def2-TZVPD).

Properties
- total charge = -1
- HOMO-LUMO gap (alpha / beta) (eV) = 5.7 / 6.0
- 2S+1 = 2
- energy (a.u.) = -4417.1362
- HOMO level (alpha / beta) (eV) = -5.3 / -5.3
- ⟨S²⟩ = 0.76
- LUMO energy (alpha / beta) (eV) = 0.39 / 0.70

Cartesian coordinates (Å):
Re 1.60817 0.73913 0.33070
I 6.80477 0.75743 0.13350
Cl 5.55317 5.37673 -3.02350
S 1.28997 2.46493 1.98920
S 0.99877 0.69433 -3.13210
S 1.65117 -0.29457 2.55670
Si -1.58693 -0.57667 0.85140
F 0.59597 -1.51957 -5.15780
F 2.45757 -0.47687 -5.46810
F 2.37747 -2.61007 -5.59840
O -1.00003 -1.46517 2.08820
O 3.68227 0.94993 0.26560
O -2.75013 0.38943 1.46850
O -2.38043 -1.52147 -0.23540
O -0.35873 0.24803 0.24880
N -0.21883 3.89893 4.87190
N 2.06577 -0.79097 -1.21120
N 0.02377 -0.17267 6.23940
N 1.88407 2.43123 -0.95350
C -1.98113 -2.20757 -1.40580
C -3.48353 1.63413 -0.46800
C -0.67083 -2.75637 4.06010
C 3.20887 -2.85317 -1.60110
C 4.98007 4.03483 -2.09970
C 0.29257 0.56063 5.39490
C 3.18107 2.74123 -1.16120
C 3.59357 3.86393 -1.91470
C 5.46347 2.10223 -0.76800
C -2.13833 2.71913 1.35430
C 2.75007 -1.84837 -0.77680
C -1.81413 -3.72657 2.06810
C 1.91027 -1.55727 -4.89070
C 2.22647 -1.68337 -3.43090
C -1.86623 -1.21317 -2.56160
C 2.57277 4.71253 -2.38570
C -2.95523 -1.93627 3.41320
C 2.92907 -2.76767 -2.96500
C 0.14907 2.82763 4.67190
C -3.19383 1.65913 1.03300
C 1.10657 1.21843 3.17590
C 0.57087 1.51173 4.41000
C -4.48593 1.94383 1.80340
C 5.89297 3.15813 -1.55520
C 4.11527 1.87253 -0.51460
C 0.94987 3.25283 -1.38990
C -3.07953 -3.23377 -1.71090
C 1.79417 -0.66127 -2.53990
C -0.63943 -2.91527 -1.19870
C 1.26277 4.41173 -2.10210
C -1.61683 -2.45317 2.89420
H -4.03683 -2.72947 -1.81480
H -2.56653 1.43353 -1.01380
H -4.30313 1.86523 2.87050
H -3.15853 -3.95457 -0.90060
H -0.65973 -1.93887 4.77380
H -3.44253 -2.68627 4.03080
H 3.76967 -3.67727 -1.19380
H 3.25287 -3.53457 -3.65250
H -4.18783 0.83333 -0.67710
H -0.21673 -3.23177 -2.14930
H -2.78613 -1.03677 3.99800
H -5.24043 1.21383 1.52560
H -3.59043 -1.66837 2.57520
H -0.98973 -3.66627 4.56340
H 0.45977 5.05373 -2.42760
H -2.43433 -3.50127 1.20850
H -0.75393 -3.78597 -0.56100
H -0.07373 2.97393 -1.18270
H -2.46413 3.70103 1.01810
H -3.90953 2.57953 -0.79650
H -1.15873 -0.43877 -2.28560
H 6.94737 3.30933 -1.72480
H -1.52013 -1.70637 -3.46660
H -0.84633 -4.08307 1.72440
H 0.04067 -2.22327 -0.71320
H -2.85183 -3.76367 -2.63210
H -2.82653 -0.74307 -2.75580
H -4.85403 2.93913 1.57340
H -1.20893 2.45063 0.85970
H 2.83467 5.59933 -2.93980
H 0.33987 -2.88707 3.68360
H -2.28523 -4.50217 2.66630
H 2.94607 -1.87787 0.29000
H -1.94783 2.75093 2.42410

Atoms 1-2, force components in eV/Å:
-1.900 0.525 1.274
-0.095 0.328 -0.229

***

# 2
Entry from OMol25: a structure of composition C31H34IrN6O4S2Si at a distorted geometry (ωB97M-V/def2-TZVPD).

Properties
- energy above the lowest of the compared OMol25 structures with the same formula, charge and spin (kcal per mole) = 57.7
- total charge = -1
- HOMO-LUMO gap (alpha / beta) (eV) = 6.6 / 6.6
- 2S+1 = 1
- energy (a.u.) = -3021.3607
- HOMO level (alpha / beta) (eV) = -4.9 / -4.9
- LUMO energy (alpha / beta) (eV) = 1.73 / 1.72

Cartesian coordinates (Å):
Ir -1.36034 -1.33508 0.78550
S -6.37854 -0.39478 0.89240
S -3.72434 -1.33038 1.70680
Si -0.42584 0.56452 -1.68530
O -1.30884 -3.61948 0.14550
O 1.05466 -1.53188 0.91700
O -0.63444 -1.91068 2.81940
O -4.10174 0.29182 -0.25200
N -0.42204 -7.82658 2.00720
N -0.96734 1.17152 1.03910
N 0.57796 -1.63978 3.14310
N -1.62184 -4.59638 2.16400
N 0.25566 -6.10958 -1.95460
N 1.41806 -1.49908 2.16780
C 5.38286 -0.72578 3.17980
C -1.13304 1.72702 -0.30780
C -1.18224 -4.61088 0.88470
C 2.74026 -1.20768 2.50370
C 0.73776 2.83022 1.83890
C 0.38196 1.36602 1.56260
C -1.68804 3.21282 2.29840
C -4.88684 0.98542 -1.20350
C 4.24676 0.69912 -2.15430
C -4.73924 -0.42768 0.69320
C -1.16684 -1.10868 -1.37010
C -2.04304 0.98672 -5.51800
C -1.27794 3.16082 -4.87960
C -1.03674 1.30812 -3.34150
C -0.86824 2.65062 -3.66040
C 3.66266 -0.88618 1.50720
C 2.15766 -0.46408 -2.33260
C 1.47076 0.63172 -1.82160
C 2.20976 1.75892 -1.47640
C 4.97676 -0.64578 1.85590
C 3.14356 -1.27948 3.84120
C 3.58426 1.79542 -1.63080
C -0.51554 -6.94108 1.26860
C -1.91924 1.72512 2.00470
C -0.62594 -5.85478 0.41560
C -0.26784 3.43292 2.81810
C -0.15104 -5.98028 -0.88240
C -1.86894 2.32742 -5.81440
C 3.52976 -0.43378 -2.50130
C 4.46106 -1.03948 4.16950
C -1.63004 0.48902 -4.29580
H -0.06824 4.49962 2.96250
H 0.73416 3.40172 0.90970
H -0.76044 2.75552 -0.36770
H -1.76994 -0.55668 -4.06820
H -5.34314 0.27762 -1.90040
H -2.42304 3.54122 3.03640
H 0.44186 0.83812 2.51790
H 2.41306 -1.53308 4.59130
H -2.19424 -1.19468 -1.72180
H -5.68144 1.55342 -0.71020
H 5.31846 0.72472 -2.28860
H -0.16794 2.93512 3.78600
H 4.03816 -1.29988 -2.89930
H 3.33186 -0.84358 0.48110
H 1.60296 -1.35188 -2.58990
H -2.93024 1.57112 1.62510
H -0.58914 -1.95718 -1.71570
H -1.13174 4.20892 -5.10540
H -1.82184 1.15452 2.93420
H 4.13946 2.67762 -1.33960
H -1.85034 -3.69298 2.55310
H 5.69376 -0.40048 1.08740
H 6.41726 -0.55578 3.43910
H 1.70696 2.62722 -1.07420
H -2.49714 0.32442 -6.24150
H 4.77556 -1.10638 5.20200
H -4.21124 1.64832 -1.74280
H -1.40634 -5.36048 2.78020
H -2.20434 1.77542 -0.49260
H -0.40724 3.31112 -2.93930
H -2.19894 2.72242 -6.76520
H 1.74966 2.86732 2.25130
H -1.85154 3.79572 1.38900
H 1.09896 0.92572 0.86890

Atoms 1-2, force components in eV/Å:
2.317 -0.743 -0.056
-0.077 -0.067 0.097